Density functional theory data (wB97M-V/def2-TZVPD) for a molecular structure, C18H39N5OReS2Si.

CARTESIAN COORDINATES (ANGSTROEM)
1 Re -0.18025 -0.31377 -0.81376
2 O 0.68797 -0.88459 0.81869
3 N 1.78951 -0.22014 1.30772
4 C 2.22449 -0.61609 2.52173
5 C 3.31050 0.00257 3.07292
6 C 3.94069 1.02624 2.35775
7 C 3.47002 1.39324 1.11745
8 C 2.35770 0.74796 0.57663
9 S 1.68996 1.07759 -0.99678
10 H 1.65922 -1.41629 2.97506
11 H 3.66105 -0.30849 4.04547
12 H 4.79957 1.53040 2.77916
13 H 3.93833 2.17942 0.54285
14 C -1.74458 -4.38328 1.40544
15 C -1.84461 -4.34356 -0.11537
16 C -3.30326 -4.26713 -0.56666
17 C -1.16642 -5.56675 -0.72093
18 N -1.04398 -3.18826 -0.61382
19 N -1.61266 -1.90370 -0.29066
20 H -2.23417 -5.27990 1.78383
21 H -2.24783 -3.53694 1.88286
22 H -0.70130 -4.40175 1.72075
23 H -3.82660 -5.18022 -0.28510
24 H -3.37737 -4.16764 -1.65294
25 H -3.84928 -3.44530 -0.09515
26 H -1.66164 -6.47477 -0.38019
27 H -0.11827 -5.61284 -0.42623
28 H -1.22365 -5.54925 -1.81207
29 H -1.00733 -3.23641 -1.62855
30 H -1.67876 -1.88419 0.72612
31 H -2.56748 -1.81082 -0.64601
32 C -4.01396 -0.11380 -2.05668
33 Si -3.01054 1.41401 -1.66295
34 C -4.08364 2.65416 -0.79022
35 C -2.20260 2.14925 -3.17513
36 C -1.60208 1.03034 -0.38720
37 H -4.79882 0.17630 -2.76112
38 H -4.53267 -0.50414 -1.17638
39 H -3.44902 -0.92174 -2.52423
40 H -4.88930 2.98177 -1.45144
41 H -3.52121 3.54060 -0.49261
42 H -4.54494 2.22903 0.10309
43 H -2.94941 2.37194 -3.94051
44 H -1.45570 1.48326 -3.61143
45 H -1.70683 3.08864 -2.92135
46 H -2.12892 0.67756 0.51258
47 H -1.16489 2.01140 -0.17257
48 C -1.40448 0.76959 -6.93116
49 C -1.10056 -0.29498 -5.89451
50 N 0.27575 -0.12691 -5.39394
51 C 0.73468 -0.33234 -4.17674
52 S -0.37645 -1.01926 -2.96217
53 N 2.00373 -0.14158 -3.88436
54 C 3.01023 0.42159 -4.79532
55 C 2.87063 1.92742 -4.96549
56 H -2.41731 0.63442 -7.30695
57 H -0.72885 0.69406 -7.78489
58 H -1.32328 1.77002 -6.50740
59 H -1.19083 -1.29397 -6.32325
60 H -1.77974 -0.22996 -5.04763
61 H 0.95261 0.13962 -6.09748
62 H 2.28104 -0.33760 -2.93444
63 H 2.95540 -0.10798 -5.74993
64 H 3.97837 0.16722 -4.36984
65 H 1.89908 2.20797 -5.37492
66 H 3.63792 2.29232 -5.64649
67 H 2.99368 2.43411 -4.00887

relative energy (zero: lowest compared OMol25 entry of this formula, charge and spin)	2.0	kJ/mol
energy	-60462.3507	eV
expectation value of S²	0.756
net charge	+2
spin multiplicity	2

Density functional theory data (wB97M-V/def2-TZVPD) for 6 unconnected molecules or ions with the total composition C18H39N9O7.

CARTESIAN COORDINATES (ANGSTROEM)
1 N -0.28412 -1.93081 2.51524
2 C 0.15249 -2.68094 1.50263
3 N 0.17006 -3.99591 1.36704
4 C 0.69222 -4.19923 0.14316
5 N 0.96914 -3.06515 -0.42651
6 C 1.58814 -2.77609 -1.75295
7 O 2.11519 -3.72655 -2.32312
8 O 1.50672 -1.60688 -2.07746
9 N 0.63620 -2.07931 0.40663
10 H -0.00585 -0.96900 2.53429
11 H -0.92585 -2.32076 3.17907
12 H 0.84619 -5.18175 -0.26074
13 H 0.71217 -1.07686 0.28601
14 C 1.97827 1.35948 1.60630
15 O 0.86348 0.88131 1.80626
16 N 3.06614 1.09271 2.32784
17 C 4.35089 1.70239 2.02919
18 C 2.96243 0.16584 3.44540
19 H 2.16364 2.06803 0.78964
20 H 5.08072 0.92239 1.80542
21 H 4.69110 2.27606 2.89237
22 H 4.26552 2.36861 1.17361
23 H 2.62270 -0.80704 3.08587
24 H 2.23440 0.53928 4.16692
25 H 3.92946 0.05652 3.92783
26 C -2.98801 -4.10519 -0.81613
27 O -3.71619 -3.48201 -0.06948
28 N -3.39684 -5.02373 -1.71025
29 C -2.46599 -5.72692 -2.57312
30 C -4.81698 -5.31589 -1.81097
31 H -1.89538 -3.95700 -0.81796
32 H -2.71028 -5.52659 -3.61825
33 H -2.53490 -6.80111 -2.38970
34 H -1.44526 -5.39975 -2.38110
35 H -5.36122 -4.40701 -2.07071
36 H -5.18672 -5.67388 -0.84955
37 H -4.98712 -6.07294 -2.57224
38 C 2.26244 4.31373 -0.73786
39 O 2.80553 4.59303 0.31820
40 N 2.58637 4.82411 -1.93434
41 C 1.89254 4.44081 -3.15095
42 C 3.66834 5.79229 -2.01111
43 H 1.42961 3.59110 -0.78838
44 H 2.60163 4.00107 -3.85408
45 H 1.43728 5.32226 -3.60589
46 H 1.11401 3.71310 -2.93292
47 H 4.58915 5.34346 -1.63723
48 H 3.43123 6.65689 -1.39045
49 H 3.80952 6.11000 -3.04071
50 C -1.05420 2.52023 6.15540
51 O -1.31558 1.33871 6.03354
52 N -0.77110 3.35386 5.13796
53 C -0.46345 4.75443 5.34808
54 C -0.77564 2.82287 3.78370
55 H -1.02604 3.01394 7.14180
56 H -1.18915 5.37382 4.81702
57 H 0.53699 4.97204 4.96808
58 H -0.49985 4.99744 6.40819
59 H -1.76258 2.41792 3.55615
60 H -0.04862 2.01778 3.70648
61 H -0.52891 3.60592 3.07089
62 C -1.50148 -0.46642 -4.95478
63 O -1.91115 -0.10442 -6.04147
64 N -2.20741 -1.20123 -4.07387
65 C -1.66054 -1.59930 -2.79220
66 C -3.55733 -1.60454 -4.42429
67 H -0.49040 -0.21408 -4.59501
68 H -1.64789 -2.69087 -2.72769
69 H -2.28696 -1.19765 -1.99060
70 H -0.64409 -1.22601 -2.67251
71 H -3.53728 -2.20202 -5.33738
72 H -4.17003 -0.72069 -4.60739
73 H -3.99153 -2.18793 -3.61487

energy	-47042.5171	eV
net charge	0
spin multiplicity	1

Density functional theory data (wB97M-V/def2-TZVPD) for a molecular structure, C18H40CoN5P3S.

CARTESIAN COORDINATES (ANGSTROEM)
1 Co -0.03514 0.26304 0.96169
2 P -0.91396 -0.55759 2.69263
3 P 1.85902 1.06697 1.50344
4 P 0.57366 -1.52460 0.06547
5 H -0.81446 2.03937 -0.82482
6 C -1.00250 0.96125 -0.81396
7 C -2.02108 0.45888 0.03479
8 H -2.60935 1.15217 0.64954
9 C -2.00361 0.41083 3.79470
10 C 0.27349 -1.18231 3.94206
11 C -2.02457 -1.99855 2.46314
12 C 2.45612 2.04273 0.08504
13 C 2.16999 2.24612 2.86487
14 C 3.25522 -0.06145 1.91405
15 C -0.79110 -2.35850 -0.82002
16 C 1.30717 -2.93469 0.96299
17 C 1.88397 -1.20785 -1.16454
18 H -0.73397 0.42052 -1.72399
19 H -2.50694 -0.49154 -0.21297
20 H -2.89247 0.74466 3.24548
21 H -1.46615 1.29312 4.15738
22 H -2.32617 -0.18820 4.65987
23 H 0.90085 -0.35651 4.30661
24 H 0.91580 -1.97026 3.52805
25 H -0.30255 -1.59001 4.78603
26 H -2.88453 -1.69734 1.84987
27 H -2.39177 -2.30692 3.45251
28 H -1.52683 -2.85459 1.99276
29 H 3.48062 2.38070 0.29465
30 H 1.79216 2.90843 -0.04337
31 H 2.43517 1.45377 -0.83755
32 H 3.24495 2.27035 3.09559
33 H 1.60718 1.97723 3.76613
34 H 1.84102 3.25343 2.59140
35 H 4.11410 0.58305 2.15204
36 H 3.52792 -0.72831 1.09229
37 H 3.01084 -0.66553 2.79883
38 H -0.39440 -3.24326 -1.33241
39 H -1.24624 -1.69981 -1.56893
40 H -1.57743 -2.67504 -0.12424
41 H 1.62254 -3.66140 0.19968
42 H 0.57884 -3.41369 1.62801
43 H 2.18739 -2.63564 1.54443
44 H 2.08959 -2.15045 -1.68945
45 H 2.80904 -0.84296 -0.70531
46 H 1.54651 -0.44965 -1.88111
47 C -0.30299 -1.62865 -5.56487
48 C 0.67013 -1.37602 -6.56031
49 C 0.26127 -1.16821 -7.88521
50 C -1.09926 -1.22770 -8.23315
51 C -2.03523 -1.62859 -7.26946
52 C -1.64442 -1.86071 -5.94425
53 S 0.20760 -1.83547 -3.89834
54 H 0.94811 -0.66287 -3.70671
55 H 1.72942 -1.37928 -6.26858
56 H 1.01333 -0.97471 -8.65201
57 H -1.41875 -1.01111 -9.25927
58 H -3.07659 -1.78372 -7.55216
59 H -2.34002 -2.24366 -5.19326
60 N -1.50509 4.75162 4.52365
61 N -1.13274 4.22704 3.29839
62 N -1.89043 4.50189 2.20422
63 C -1.55572 3.47900 1.40944
64 N -0.74733 2.58553 1.97718
65 N -0.53990 3.01280 3.24768
66 H -0.74717 4.64402 5.18783
67 H -1.85422 5.69458 4.39661
68 H -1.95792 3.40425 0.40920

relative energy (zero: lowest compared OMol25 entry of this formula, charge and spin)	57.5	kJ/mol
energy	-103064.1091	eV
expectation value of S²	6.040
net charge	+3
spin multiplicity	5

Density functional theory data (wB97M-V/def2-TZVPD) for a molecular structure, C18H40IrNO3PSSi3.

CARTESIAN COORDINATES (ANGSTROEM)
1 Ir -0.23933 -0.00740 -1.03871
2 C -0.59418 -1.63379 3.69600
3 Si -1.24593 -1.62852 1.94327
4 C -1.28990 -3.44963 1.49654
5 C -2.98078 -0.94879 1.85774
6 C 0.01632 -0.40694 1.04714
7 Si -0.12128 1.39812 1.70461
8 C 0.07643 1.58192 3.54395
9 C -1.80976 2.08425 1.26414
10 C 1.30019 2.38472 0.96744
11 Si 1.78188 -1.10641 1.15413
12 C 2.76143 -0.57585 2.64130
13 C 1.89092 -2.94072 0.89693
14 C 2.57183 -0.41353 -0.43005
15 C 3.93848 -0.41362 -0.68270
16 C 4.43228 -0.13429 -1.94272
17 C 3.53281 0.11692 -2.97097
18 C 2.18983 0.13517 -2.68642
19 N 1.72520 -0.09338 -1.43951
20 H -1.30817 -2.24742 4.25540
21 H -0.50448 -0.68207 4.20765
22 H 0.36867 -2.14605 3.75544
23 H -2.30014 -3.79109 1.74240
24 H -0.60780 -4.01042 2.13577
25 H -1.09076 -3.74135 0.47419
26 H -3.63663 -1.67928 2.33748
27 H -3.33680 -0.82635 0.83027
28 H -3.12253 -0.00269 2.37702
29 H -0.76887 1.16418 4.08906
30 H 0.09626 2.65490 3.75773
31 H 0.99657 1.15090 3.93296
32 H -2.50192 1.92506 2.09114
33 H -2.27359 1.61626 0.39858
34 H -1.76922 3.16229 1.09754
35 H 2.23497 2.09099 1.44883
36 H 1.15443 3.44680 1.18095
37 H 1.46357 2.28407 -0.10248
38 H 2.20689 -0.75684 3.56204
39 H 3.04178 0.47647 2.61598
40 H 3.67740 -1.16887 2.70187
41 H 1.60029 -3.49637 1.78841
42 H 2.93037 -3.19754 0.67617
43 H 1.27351 -3.28312 0.06573
44 H 4.61433 -0.65534 0.12768
45 H 5.49692 -0.14321 -2.13469
46 H 3.86295 0.28918 -3.98547
47 H 1.45188 0.28658 -3.45377
48 C -3.20992 -2.44903 -2.45677
49 S -1.51761 -2.02156 -2.50818
50 O -0.80479 -2.90387 -3.35547
51 O -1.40721 -0.55898 -2.86996
52 O -1.02283 -1.96378 -1.06901
53 H -3.60883 -2.28766 -3.45758
54 H -3.72638 -1.83741 -1.72111
55 H -3.26732 -3.50555 -2.19833
56 C -0.17709 2.07277 -3.85650
57 P -0.73852 2.04538 -2.14070
58 C -0.14377 3.62280 -1.50405
59 C -2.53770 2.18154 -2.23503
60 H -0.69064 2.91492 -4.32653
61 H -0.43439 1.15895 -4.38774
62 H 0.89109 2.27108 -3.90510
63 H -0.52409 4.39410 -2.17820
64 H 0.94264 3.66615 -1.50408
65 H -0.51312 3.81578 -0.50241
66 H -2.73345 3.16663 -2.66580
67 H -3.02001 2.13641 -1.26469
68 H -2.94235 1.41342 -2.88879

relative energy (zero: lowest compared OMol25 entry of this formula, charge and spin)	153.1	kJ/mol
energy	-73530.6430	eV
expectation value of S²	0.757
net charge	+2
spin multiplicity	2

Question: Which of these has the highest net charge?
Answer: C18H40CoN5P3S

Question: Which of these has the highest net charge?
Answer: C18H40CoN5P3S

Question: What is the formula in the third record?
Answer: C18H40CoN5P3S